P.
Below is C45H50IrN6O5P3S5SbTe as an isolated structure, with properties calculated with the ωB97M-V functional and the def2-TZVPD basis.

Structure (XYZ):
```
117
C45H50IrN6O5P3S5SbTe (the ωB97M-V functional and the def2-TZVPD basis)
Ir -1.30490 0.42428 -0.65675
Te 0.36364 -0.65146 3.26329
C 0.85677 0.28043 5.09413
C 0.86701 1.65654 5.27029
C 1.19570 2.17837 6.51018
N 1.49742 1.44340 7.58232
C 1.46965 0.12202 7.40818
C 1.16366 -0.49781 6.20778
C 0.86278 0.92922 1.95226
P 2.32232 0.26004 1.02091
C 2.94606 1.62795 -0.06892
C 2.35043 1.72675 -1.32646
C 2.72583 2.72199 -2.21794
C 3.73310 3.61472 -1.88405
C 4.36995 3.49620 -0.65462
C 3.97903 2.51399 0.24415
C 3.63273 0.36357 2.31513
C 3.63905 1.29940 3.34506
C 4.65832 1.32226 4.28517
C 5.70490 0.41297 4.19456
C 5.71882 -0.51716 3.16402
C 4.68457 -0.54545 2.23730
P -0.41622 1.60502 1.01392
C -1.97654 3.13507 3.00924
C -3.08743 2.55464 3.84938
C -3.04529 2.98160 5.25040
C -2.11406 3.84391 5.69014
C -1.19852 4.52264 4.79472
C -1.14064 4.21690 3.48852
C 0.04950 3.32783 0.54517
C -0.89094 4.16186 -0.05983
C -0.61990 5.50498 -0.26204
C 0.60813 6.03371 0.12047
C 1.54062 5.21686 0.73983
C 1.24859 3.87866 0.97470
H 0.63440 2.30947 4.44118
H 1.21285 3.25537 6.65268
H 1.71738 -0.47954 8.27822
H 1.18694 -1.57992 6.14418
H 1.59358 1.00660 -1.61372
H 2.23261 2.77607 -3.18038
H 4.03409 4.38773 -2.58200
H 5.17316 4.17545 -0.39093
H 4.48004 2.44528 1.20192
H 2.82015 2.00441 3.40806
H 4.62730 2.04298 5.09435
H 6.50040 0.42248 4.93045
H 6.52646 -1.23619 3.09225
H 4.67891 -1.29226 1.45072
H -4.05586 2.31784 3.42695
H -3.80506 2.60663 5.92509
H -2.09733 4.11770 6.73842
H -0.59635 5.33269 5.18867
H -0.54304 4.78693 2.79155
H -1.85645 3.76740 -0.35009
H -1.37112 6.14210 -0.71523
H 0.82663 7.08147 -0.04893
H 2.49533 5.61751 1.05777
H 1.94100 3.25334 1.51843
S -1.81164 -5.68026 1.03878
Sb -3.55080 -4.35586 0.38728
S -1.57658 -1.44062 0.71317
S -2.61475 -2.40575 -0.83041
S -5.07932 -5.17250 -1.08732
O -4.02827 0.94738 -0.72172
N -3.02375 1.15329 0.02060
C -3.13526 1.93299 1.07478
C -1.95934 2.09281 1.97408
N -1.94819 1.70458 3.42627
C -4.31570 2.72812 1.15418
N -5.27336 3.36804 1.20183
C 0.18111 0.72742 -5.79830
C 1.43172 0.06225 -5.23072
C 1.65499 -1.30608 -5.86770
C 2.64950 0.94804 -5.46027
O 1.32747 -0.03713 -3.79651
P 0.37856 -1.11756 -3.05364
O -0.84819 -1.39560 -3.82667
O 0.23780 -0.57166 -1.63240
O 1.41621 -2.32461 -2.98673
C 1.22131 -3.63560 -2.37530
C -0.02795 -4.30500 -2.92732
C 2.46801 -4.40261 -2.79435
C 1.16385 -3.49598 -0.86396
H 0.26878 0.81020 -6.88538
H 0.06725 1.72853 -5.37652
H -0.69862 0.13888 -5.54277
H 1.83334 -1.18159 -6.93892
H 0.78071 -1.94100 -5.72569
H 2.51767 -1.79653 -5.41586
H 2.80943 1.10039 -6.53037
H 3.53975 0.48920 -5.02804
H 2.49820 1.92040 -4.98964
H 0.05981 -4.44760 -4.00711
H -0.91441 -3.70693 -2.72686
H -0.16176 -5.27367 -2.44170
H 2.51571 -4.48563 -3.88226
H 2.44534 -5.40575 -2.36458
H 3.36194 -3.88684 -2.43932
H 0.31547 -2.89260 -0.54992
H 2.07299 -3.01887 -0.49107
H 1.05195 -4.48134 -0.40738
C -0.79325 4.50048 -4.31550
N -2.04847 3.92251 -3.90102
C -3.26293 4.72396 -3.94584
C -4.27638 3.84667 -3.20207
N -3.40765 2.92895 -2.48617
C -2.16098 2.95710 -2.94569
S -0.86548 2.00291 -2.45940
H -0.81960 4.71666 -5.38486
H 0.00956 3.79535 -4.11523
H -0.58825 5.42738 -3.76727
H -3.55713 4.92702 -4.97653
H -3.10131 5.68371 -3.43843
H -4.93012 3.30620 -3.89101
H -4.89315 4.41531 -2.50770
H -3.75132 2.14819 -1.90467
```

Properties
<S²>	0.76
charge	-2
LUMO level (spin up / spin down)	3.37 / 3.37	eV
frontier orbital gap (spin up / spin down)	5.4 / 5.7	eV
spin multiplicity	2



Q.
Below is C45H50IrN6O5P3S5SbTe as an isolated structure, with properties calculated with the ωB97M-V functional and the def2-TZVPD basis.

Structure (XYZ):
```
117
C45H50IrN6O5P3S5SbTe (the ωB97M-V functional and the def2-TZVPD basis)
Ir 0.75653 0.64954 -0.21663
Te -3.19530 -1.89356 -2.54240
C -4.52350 -0.72645 -3.70590
C -5.39996 -1.32669 -4.60752
C -6.27849 -0.53635 -5.32908
N -6.35320 0.79104 -5.22308
C -5.51267 1.35547 -4.35440
C -4.59564 0.65522 -3.58696
C -2.05774 -0.38771 -1.72836
P -2.36704 0.19379 -0.03853
C -1.59755 1.87091 -0.22709
C -1.71884 2.64019 -1.40727
C -1.36536 3.96507 -1.42077
C -0.86943 4.57272 -0.25722
C -0.75442 3.84746 0.90419
C -1.09963 2.49272 0.91995
C -4.15417 0.67608 0.00083
C -5.05295 -0.35903 0.27337
C -6.41569 -0.12066 0.37529
C -6.90866 1.17067 0.24203
C -6.02621 2.21498 0.00620
C -4.66488 1.96836 -0.11846
P -0.33317 -0.50554 -1.89514
C 0.14123 0.18648 -3.53310
C -0.84589 0.75011 -4.33476
C -0.52646 1.33148 -5.55574
C 0.78848 1.34804 -5.99372
C 1.77962 0.76831 -5.21089
C 1.46009 0.19052 -3.99224
C 0.21282 -2.25961 -2.03044
C 0.14655 -3.05658 -0.78418
C 0.12088 -4.60331 -0.94444
C 0.23047 -5.10948 -2.31033
C 0.46384 -4.29654 -3.35285
C 0.43309 -2.86126 -3.21688
H -5.40190 -2.40078 -4.75826
H -6.96205 -0.99724 -6.03690
H -5.57828 2.43545 -4.26019
H -3.95067 1.17174 -2.88812
H -2.09035 2.15090 -2.29836
H -1.45440 4.54261 -2.33361
H -0.55776 5.60975 -0.26711
H -0.39594 4.32551 1.80583
H -1.05884 1.94032 1.84420
H -4.67095 -1.36538 0.40470
H -7.09224 -0.94454 0.56992
H -7.97140 1.36225 0.33052
H -6.39797 3.22869 -0.09015
H -3.99610 2.79956 -0.30931
H -1.87292 0.71635 -3.98946
H -1.31135 1.76487 -6.16421
H 1.04201 1.80342 -6.94384
H 2.80804 0.76059 -5.55190
H 2.23437 -0.27494 -3.39785
H -0.16578 -2.05642 0.87202
H -0.50026 -5.15821 -0.24570
H 0.09561 -6.17323 -2.47456
H 0.60002 -4.71128 -4.34396
H 0.48524 -2.27343 -4.12363
S 2.22929 6.10964 1.58391
Sb 2.37508 4.03638 2.51868
S 1.61394 2.51144 -1.25383
S 2.45067 2.32119 0.62919
S 4.35240 3.29542 3.36991
O -0.68213 -2.49522 0.17002
N 1.20475 -3.88655 -0.31630
C 2.59106 -3.93034 -0.64526
C 3.16683 -3.98809 -1.92661
N 3.69772 -4.05546 -2.95896
C 3.45063 -3.70827 0.42480
N 4.16840 -3.46155 1.31368
C -2.58680 1.84053 4.01219
C -2.36217 0.34335 4.19136
C -1.79765 0.05521 5.57681
C -3.66290 -0.41668 3.97126
O -1.50074 -0.14899 3.14462
P 0.09406 -0.00746 3.04736
O 0.57522 1.33472 3.46903
O 0.41823 -0.48541 1.64163
O 0.52270 -1.16076 4.07934
C 1.83190 -1.26864 4.69096
C 1.92703 -0.28797 5.85232
C 1.89722 -2.70801 5.17675
C 2.91218 -1.00860 3.65937
H -3.23247 2.21173 4.81213
H -3.07872 2.04027 3.05782
H -1.63464 2.37064 4.04687
H -2.53382 0.35102 6.32846
H -0.88134 0.62087 5.74545
H -1.58012 -1.00674 5.68961
H -4.42494 -0.08256 4.67972
H -3.49700 -1.48700 4.10370
H -4.02285 -0.24731 2.95547
H 1.14753 -0.49523 6.58874
H 1.81759 0.73277 5.48701
H 2.89965 -0.38854 6.33965
H 1.07748 -2.90785 5.86977
H 2.84498 -2.89055 5.68744
H 1.82016 -3.39123 4.33066
H 2.87563 0.02463 3.30866
H 2.76858 -1.68920 2.82137
H 3.89701 -1.19507 4.09471
C 4.71673 1.50258 -1.92636
N 4.88052 0.75200 -0.70734
C 5.91886 1.11084 0.26036
C 5.83114 -0.03323 1.27711
N 4.50780 -0.56936 0.98888
C 4.02996 -0.10425 -0.14956
S 2.53940 -0.73748 -0.82261
H 4.57169 2.56199 -1.70548
H 3.83967 1.14038 -2.45465
H 5.61011 1.37376 -2.54196
H 5.65412 2.06703 0.72496
H 6.88863 1.19029 -0.23064
H 5.88533 0.33257 2.30095
H 6.58579 -0.80693 1.11582
H 4.18875 -1.47429 1.34673
```

Properties
<S²>	0.76
charge	-2
LUMO level (spin up / spin down)	3.60 / 2.38	eV
frontier orbital gap (spin up / spin down)	5.9 / 4.7	eV
spin multiplicity	2



Decreasing stability: Q, P



P.
Below is a 2-piece molecular cluster, CH6NO2 overall, with properties calculated with the ωB97M-V functional and the def2-TZVPD basis.

Structure (XYZ):
```
10
CH6NO2 (the ωB97M-V functional and the def2-TZVPD basis)
O -3.61834 -1.27214 -0.87155
H -4.01332 -0.53221 -0.40502
N 1.11846 1.17918 -0.34548
C 1.58781 -0.13479 0.42019
O 2.62970 0.04705 1.29350
H 1.91084 1.79945 -0.53336
H 0.58417 1.80669 0.40651
H 0.62817 -0.53620 0.73349
H 2.00927 -0.76400 -0.35230
H -2.83677 -1.59303 -0.34598
```

Properties
charge	-1
LUMO level	3.45	eV
frontier orbital gap	5.7	eV
spin multiplicity	1



Q.
Below is a 2-piece molecular cluster, CH6NO2 overall, with properties calculated with the ωB97M-V functional and the def2-TZVPD basis.

Structure (XYZ):
```
10
CH6NO2 (the ωB97M-V functional and the def2-TZVPD basis)
N 0.62050 -0.74219 -1.52499
C -0.22345 0.19481 -0.73947
O -0.94211 -0.41661 0.24225
H 1.47216 -0.84625 -0.97547
H 0.23120 -1.67264 -1.36947
H 0.42101 0.99873 -0.35076
H -0.87626 0.71317 -1.48314
H -0.71249 0.37559 1.40482
H 0.36040 0.42034 2.57114
O -0.35095 0.97505 2.22508
```

Properties
charge	-1
LUMO level	4.81	eV
frontier orbital gap	8.1	eV
spin multiplicity	1



R.
Below is a 2-piece molecular cluster, CH6NO2 overall, with properties calculated with the ωB97M-V functional and the def2-TZVPD basis.

Structure (XYZ):
```
10
CH6NO2 (the ωB97M-V functional and the def2-TZVPD basis)
N 0.20544 0.80132 1.83244
C -0.36822 0.13272 0.49302
O -0.08102 0.71711 -0.60433
H 1.13423 0.84127 1.64314
H -0.05252 1.87635 1.79265
H 0.02415 -1.07499 0.43203
H -1.47910 0.14266 0.54700
H -0.26810 -1.61741 -1.79448
H 0.43455 -0.39091 -1.97907
O 0.45059 -1.42813 -2.36239
```

Properties
charge	-1
LUMO level	4.90	eV
frontier orbital gap	8.0	eV
spin multiplicity	1



Decreasing stability: Q, R, P



P.
Below is a 2-piece molecular cluster, CH3O3 overall, with properties calculated with the ωB97M-V functional and the def2-TZVPD basis.

Structure (XYZ):
```
7
CH3O3 (the ωB97M-V functional and the def2-TZVPD basis)
O 0.10186 2.26959 2.89386
H 0.00962 2.04308 1.94074
H 0.63170 1.53259 3.27380
O 0.71745 -1.95323 -2.75782
O -0.42084 -0.22649 -1.94991
C -0.19629 -1.46099 -1.96299
H -0.84350 -2.20454 -1.43768
```

Properties
charge	-1
LUMO level	3.48	eV
frontier orbital gap	7.0	eV
spin multiplicity	1



Q.
Below is a 2-piece molecular cluster, CH3O3 overall, with properties calculated with the ωB97M-V functional and the def2-TZVPD basis.

Structure (XYZ):
```
7
CH3O3 (the ωB97M-V functional and the def2-TZVPD basis)
O -0.26620 -1.27184 -0.80379
C 0.69325 -0.46973 -0.87586
O 0.98096 0.46747 -0.08995
H 1.35647 -0.65338 -1.75022
H -1.52587 0.20547 1.24357
H -0.29867 0.99647 0.95693
O -1.15767 1.05896 1.48935
```

Properties
charge	-1
LUMO level	4.67	eV
frontier orbital gap	9.1	eV
spin multiplicity	1



Decreasing stability: Q, P